Entry 1:
The following is a quantum chemistry calculation of a single C4H4FNOS molecule at a distorted geometry, from OMol25.

Cartesian coordinates (Å):
H  1.576  1.732  -0.857
C  1.184  1.102  0.006
H  0.665  -2.271  -0.062
F  2.952  -0.571  0.039
S  -2.191  -0.889  0.029
C  0.637  -1.192  -0.038
C  1.648  -0.315  0.024
O  -1.092  1.937  0.036
H  1.419  1.656  0.949
H  -1.962  1.467  0.110
N  -0.233  0.886  -0.120
C  -0.610  -0.413  -0.059

Values from the calculation:
LUMO energy ... 0.089 eV
SMILES ... ON1CC(F)=CC1=S
HOMO ... -8.73 eV
Gap between HOMO and LUMO ... 0.324 hartree
Strongest force on any atom ... 1.5 eV/A
ΔE to the lowest compared entry with this formula, charge and spin ... 37.3 kcal/mol

=====

Entry 2:
The following is a quantum chemistry calculation of a molecular structure, C4H3O6Tb at a distorted geometry, from OMol25.

Cartesian coordinates (Å):
C  -3.550  -0.264  -0.026
O  -1.579  0.701  -0.602
H  -4.600  -1.144  -1.356
C  -2.226  2.002  -2.465
C  -1.130  4.055  -2.147
H  -3.079  1.677  -3.076
O  -1.124  5.316  -2.218
O  -4.127  -1.311  -0.518
C  -2.420  1.437  -1.080
O  -3.798  0.809  -0.749
H  -1.306  1.600  -2.909
O  -2.230  3.419  -2.501
O  -0.101  3.436  -1.748
Tb  1.126  5.622  -1.472

Values from the calculation:
LUMO energy (spin up / spin down) ... -10.682 / -8.442 eV
Multiplicity ... 7
HOMO (spin up / spin down) ... -16.86 / -16.37 eV
<S²> ... 13.02
Gap between HOMO and LUMO (spin up / spin down) ... 0.227 / 0.291 hartree
Strongest force on any atom ... 5.9 eV/A
Net charge ... +2
ΔE to the lowest compared entry with this formula, charge and spin ... 15.8 kcal/mol

=====

Entry 3:
The following is a quantum chemistry calculation of 2 unconnected molecules or ions with the total composition BrH5Si2 at a distorted geometry, from OMol25.

Cartesian coordinates (Å):
H  1.756  0.193  -0.160
Si  0.530  0.884  0.051
H  0.994  1.287  1.554
H  0.222  2.097  -0.806
Br  -3.215  0.148  -0.037
H  -1.377  -1.662  1.340
H  -0.537  -1.964  -1.288
Si  -1.129  -0.743  0.217

Values from the calculation:
LUMO energy ... 0.130 eV
HOMO ... -9.82 eV
Gap between HOMO and LUMO ... 0.366 hartree
Strongest force on any atom ... 3.2 eV/A
ΔE to the lowest compared entry with this formula, charge and spin ... 9.1 kcal/mol

=====

Entry 4:
The following is a quantum chemistry calculation of 2 unconnected molecules or ions with the total composition C4H12 at a distorted geometry, from OMol25.

Cartesian coordinates (Å):
C  -0.225  2.138  -1.473
H  -1.288  1.948  -1.296
H  1.479  1.016  -2.003
C  -0.796  -1.674  0.947
H  0.113  -1.119  2.891
H  0.212  -0.012  -1.697
H  0.135  2.947  -0.831
H  1.093  -2.200  1.950
H  0.976  0.799  -0.271
C  0.354  -1.387  1.861
H  -0.506  -2.180  0.025
H  0.976  -0.621  1.375
C  0.638  0.906  -1.291
H  -1.491  -2.347  1.473
H  -0.214  2.610  -2.465
H  -1.454  -0.822  0.806

Values from the calculation:
LUMO energy ... 1.182 eV
SMILES ... CC.CC
HOMO ... -11.35 eV
Gap between HOMO and LUMO ... 0.461 hartree
Strongest force on any atom ... 2.1 eV/A
ΔE to the lowest compared entry with this formula, charge and spin ... 8.9 kcal/mol